Record 1
The following is a DFT calculation (ωB97M-V with the def2-TZVPD basis set) of a 14-piece molecular cluster, C59H155N9O5 overall.

Output
Calculated total energy   -3209.56215 Eh
E_LUMO   0.542 eV
Kohn-Sham gap   0.310 Eh
Maximum force   3.6 eV/A
M   1070.95 g/mol

Geometry as ORCA input:
```
! RIJCOSX wB97M-V def2-TZVPD def2/J DEFGRID3
* xyz 0 1
O 4.859 -1.031 -0.123
O 0.224 -1.565 -4.000
O 5.243 -1.156 -2.986
O -4.385 -2.371 1.188
O -3.633 0.253 1.746
N 0.279 2.935 5.691
N -3.492 -2.871 -5.730
N 4.823 1.633 1.253
N 1.470 2.765 -5.854
N -0.884 -3.799 4.478
N -0.250 -1.399 -1.134
N -4.034 3.050 1.116
N 1.306 -7.590 -0.683
N -0.085 6.007 1.612
C 3.077 -5.944 -0.215
C 0.593 -2.839 6.228
C 2.017 0.735 -7.062
C -4.055 0.106 3.125
C -5.340 3.692 1.053
C 1.229 5.562 1.984
C 1.133 -4.023 2.904
C 0.712 0.702 -1.910
C -0.528 0.009 -1.383
C -0.525 7.283 2.183
C 4.273 1.509 2.675
C 6.174 2.218 1.085
C -1.499 -2.047 -0.782
C -3.138 3.651 2.086
C 0.233 2.256 4.446
C -1.600 -1.664 -7.037
C -0.424 5.213 5.119
C 3.994 2.140 -1.149
C -0.095 -3.333 3.381
C 1.682 3.727 -4.842
C -4.040 2.209 -1.325
C 5.291 0.022 -3.833
C 3.774 2.262 0.390
C 0.919 -1.634 -0.204
C 1.015 2.177 6.709
C -0.993 -6.802 -1.199
C 0.137 -6.897 -0.160
C 2.141 1.470 -5.658
C 1.525 5.069 -5.430
C -0.888 1.215 4.392
C 2.563 -7.316 0.023
C -2.364 -5.052 2.836
C -0.268 4.228 -0.055
C -2.835 -3.279 -4.516
C -5.379 5.082 0.407
C 0.933 -9.019 -0.818
C -3.817 3.885 3.430
C 0.781 -0.878 1.087
C -5.573 -2.833 1.842
C -2.325 -4.664 -4.620
C -0.548 5.643 0.317
C -2.022 7.628 2.101
C -1.640 -5.061 4.142
C 1.412 -2.193 -4.288
C 3.834 2.802 3.335
C -0.140 -4.081 5.672
C 0.064 2.659 -6.309
C 0.782 4.349 5.482
C 4.441 -2.206 0.591
C -5.436 -1.700 -4.729
C 1.796 -9.806 -1.779
C 2.353 6.252 1.153
C 7.293 1.200 1.299
C 0.301 2.288 8.048
C -1.167 -3.510 -0.477
C -2.560 -2.855 -6.921
C -3.325 2.976 -0.152
C -4.139 -1.594 -5.593
C -0.927 1.959 -5.407
H 3.370 -2.159 0.857
H 5.778 0.798 -3.287
H 0.266 -2.322 3.604
H -1.393 0.088 -2.075
H 1.367 -10.842 -1.943
H 2.849 0.008 -7.216
H -0.838 -4.394 6.456
H 4.615 3.522 3.379
H -2.097 -5.140 -3.663
H 0.852 -2.704 -0.148
H -3.498 -0.765 -5.251
H 1.597 5.750 -4.632
H 6.230 3.079 1.774
H -6.436 -2.665 1.140
H 2.631 -5.203 0.356
H -3.159 -5.329 -5.075
H -4.527 -1.165 -6.553
H 0.500 5.276 -5.748
H -0.064 6.319 -0.468
H 0.095 3.013 3.663
H -0.742 3.912 -1.004
H 2.098 2.426 6.762
H -4.285 -1.450 1.223
H -6.452 5.425 0.481
H 2.382 7.243 1.483
H -1.905 1.767 4.367
H 7.180 0.472 0.509
H -2.278 -5.272 4.901
H -5.158 0.057 3.135
H 3.124 1.687 -5.279
H -0.259 -7.419 0.854
H -0.110 -2.006 6.411
H 0.011 6.234 5.009
H 1.645 -9.268 -2.753
H -0.888 0.724 3.417
H -2.872 -6.017 2.625
H -1.981 -3.801 -6.873
H -4.737 5.834 0.938
H 0.664 1.546 8.771
H -4.272 3.022 3.787
H -3.095 -4.249 2.926
H 3.289 -7.926 -0.418
H -5.311 -3.917 1.847
H 1.080 -2.975 7.201
H 1.140 0.096 -7.025
H -0.763 2.404 -4.410
H 0.859 1.147 6.412
H -1.916 -1.581 0.113
H 1.216 4.683 6.515
H -2.001 -2.541 -4.402
H -0.028 -9.136 -1.211
H 2.494 -7.780 1.030
H 4.657 -3.038 -0.114
H 8.302 1.657 1.341
H 3.049 2.357 -1.645
H 1.577 -1.072 1.843
H -0.340 -3.900 -1.132
H -5.769 3.565 2.005
H 1.556 4.361 4.650
H -2.389 2.518 0.035
H -0.314 7.129 3.248
H 2.847 -9.844 -1.457
H 5.033 -2.463 1.524
H 1.239 -3.160 -4.745
H 1.520 0.793 -1.155
H 2.112 1.562 -7.818
H -0.879 -1.809 -7.786
H -0.897 0.530 -0.407
H 4.430 1.150 -1.401
H 3.463 0.845 2.555
H 2.961 -5.760 -1.348
H -1.712 -6.076 -0.857
H -2.185 -0.767 -7.330
H -3.511 -3.227 -3.653
H 6.257 2.556 0.074
H -0.179 -1.135 1.630
H -2.027 -4.195 -0.591
H -2.286 8.016 1.147
H -0.823 0.918 -5.308
H 1.387 4.513 1.899
H 3.589 3.300 0.548
H -1.485 -7.754 -1.190
H -0.880 0.565 5.255
H 2.804 1.795 0.646
H 3.739 2.474 4.403
H -3.401 2.255 -2.241
H -5.945 3.071 0.357
H -2.268 3.011 2.263
H -4.980 2.733 -1.570
H 0.954 -9.513 0.168
H -3.894 1.059 3.723
H 4.876 -0.322 0.544
H 1.063 0.221 -2.813
H 1.887 -2.263 -3.306
H -5.818 -0.700 -4.541
H 5.044 -0.896 -2.082
H -0.784 -3.713 0.485
H 0.749 4.061 -0.227
H -5.001 5.101 -0.560
H 5.936 -0.374 -4.593
H -0.310 3.630 -6.569
H 0.931 3.552 -4.028
H 1.953 -3.936 3.604
H 0.464 1.708 -2.194
H -0.770 -3.112 2.586
H -6.201 -2.181 -5.318
H 1.774 0.791 -4.836
H 1.416 5.804 3.110
H 4.986 0.974 3.251
H -0.636 -6.501 -2.168
H 1.337 -2.454 5.563
H -0.770 2.096 7.945
H -0.860 5.022 4.148
H -4.031 1.056 1.374
H 7.146 0.574 2.225
H 2.191 5.308 -6.226
H 0.325 -5.903 0.260
H -1.600 5.701 0.231
H -5.791 -2.421 2.816
H 1.829 -1.358 -0.726
H -0.915 -5.872 4.204
H 2.905 3.227 2.915
H -4.303 1.163 -1.123
H -0.600 3.585 0.784
H -2.191 -1.863 -1.617
H 3.279 5.760 1.419
H 0.925 -5.071 2.624
H -1.943 2.246 -5.659
H 0.051 -1.601 -3.022
H 1.222 1.703 4.277
H 0.714 -4.844 5.532
H -3.204 -2.953 -7.773
H -4.477 4.800 3.457
H -1.513 -4.629 -5.338
H 2.333 6.181 0.057
H 0.461 3.302 8.500
H 1.491 -3.583 2.007
H -0.978 -1.492 -6.105
H -2.146 8.400 2.866
H -2.775 4.587 1.668
H -2.990 4.220 4.068
H 4.619 3.005 -1.462
H 0.077 8.116 1.797
H 2.158 -1.739 -4.931
H -1.099 5.182 5.943
H 0.898 0.197 0.917
H 2.703 3.567 -4.419
H -3.442 -0.702 3.606
H 4.166 -5.886 -0.005
H -5.393 -2.211 -3.755
H -0.041 2.132 -7.289
H 4.298 0.257 -4.266
H -3.117 4.056 -0.479
H -1.736 -4.864 1.997
H -2.671 6.822 2.329
*
```

=====

Record 2
The following is a DFT calculation (ωB97M-V with the def2-TZVPD basis set) of C22H30Br3N4O3Zr as an isolated structure.

Output
Calculated total energy   -9069.35827 Eh
E_LUMO   -9.001 eV
ΔE to the lowest compared entry with this formula, charge and spin   0.997 eV
Kohn-Sham gap   0.306 Eh
Maximum force   0.3 eV/A
M   729.44 g/mol

Geometry as ORCA input:
```
! RIJCOSX wB97M-V def2-TZVPD def2/J DEFGRID3
* xyz 3 1
Zr -0.933 0.329 0.093
Br -0.477 3.094 0.835
Br -0.645 2.410 -2.213
Br -0.098 -0.839 -4.352
O -2.918 1.193 -0.427
O -2.709 -0.885 0.172
O -0.554 0.166 2.008
N 0.552 -0.472 3.880
N -2.097 -0.503 -2.485
N -1.662 0.265 3.986
N 2.753 1.042 -3.102
C -3.376 -0.474 -2.061
C 1.701 -0.906 3.085
C -0.557 -0.020 3.317
C 2.868 0.839 -1.606
C -3.185 -0.026 -0.646
C -1.892 -0.845 -3.740
C 2.448 -2.842 -0.787
C -1.752 -0.013 5.434
C -4.211 -1.165 -4.143
C 2.999 -1.607 -1.133
C 3.166 2.430 -3.479
C -1.060 3.760 -0.896
C 1.116 -2.929 -0.442
C 3.524 0.036 -3.896
C 2.235 -0.449 -1.154
C -2.912 -1.194 -4.617
C 0.606 -0.757 5.328
C 0.888 -0.503 -0.754
C -4.468 -0.787 -2.823
C -2.889 0.671 3.299
C -0.385 0.114 6.069
C 0.369 -1.750 -0.417
H -2.688 -1.476 -5.636
H 4.052 -1.560 -1.386
H -5.471 -0.745 -2.425
H 1.624 -0.557 5.656
H 4.577 0.128 -3.637
H 0.405 -1.820 5.481
H 1.765 0.918 -3.343
H -2.174 -1.010 5.576
H 3.043 2.556 -4.551
H 2.384 1.701 -1.150
H -0.693 -1.896 -0.130
H -3.535 1.151 4.028
H 2.601 -0.728 3.668
H 3.386 0.253 -4.952
H 1.768 -0.343 2.159
H 4.212 2.561 -3.209
H -0.058 1.155 6.047
H -2.680 1.398 2.516
H 2.548 3.144 -2.942
H 3.160 -0.961 -3.668
H 0.665 -3.881 -0.194
H 1.632 -1.972 2.861
H -5.027 -1.432 -4.801
H -2.135 3.884 -0.864
H -3.410 -0.188 2.876
H 3.934 0.877 -1.381
H -2.446 0.709 5.858
H -0.433 -0.192 7.112
H -0.518 4.673 -1.113
H 3.069 -3.728 -0.791
*
```